[1]
2 unconnected molecules or ions with the total composition C6H16N2 in a non-equilibrium geometry. Source: OMol25; level of theory: ωB97M-V/def2-TZVPD.

XYZ file:
```
24
C6H16N2 ωB97M-V/def2-TZVPD
C 2.85 -0.81 1.20
C 2.15 0.41 0.63
N 0.92 0.07 -0.10
C 1.25 -0.61 -1.36
C 0.15 1.26 -0.36
C -1.25 0.98 -0.89
N -1.80 -0.21 -0.99
C -4.04 -0.68 1.40
H 3.67 -1.24 0.63
H 3.34 -0.48 2.12
H 2.10 -1.57 1.42
H 1.85 1.08 1.43
H 2.81 0.94 -0.07
H 1.67 -1.59 -1.16
H 0.33 -0.66 -1.93
H 1.90 0.05 -1.94
H 0.00 1.85 0.55
H 0.67 1.96 -1.04
H -1.65 -0.08 0.08
H -1.63 1.78 -1.56
H -3.88 -1.76 1.47
H -3.08 -0.17 1.36
H -4.62 -0.28 2.22
H -4.51 -0.46 0.44
```

Calculated values
* spin multiplicity: 1
* max |F|: 4.17 eV Å⁻¹
* HOMO: -8.8122 eV
* energy above the lowest of the compared OMol25 structures with the same formula, charge and spin: 354.3 kJ/mol
* lowest unoccupied orbital energy: 0.9027 eV


[2]
2 unconnected molecules or ions with the total composition C6H16N2 in a non-equilibrium geometry. Source: OMol25; level of theory: ωB97M-V/def2-TZVPD.

XYZ file:
```
24
C6H16N2 ωB97M-V/def2-TZVPD
C 0.59 0.37 0.02
C -3.75 -1.16 0.07
C -2.98 0.98 0.20
C 3.06 1.11 0.19
C 2.46 -1.21 0.48
C 1.25 0.14 -1.24
N -2.71 -0.33 0.03
N 2.04 0.09 0.01
H -0.01 -0.47 0.51
H -3.80 -1.96 -0.88
H -4.72 -0.89 0.53
H -3.46 -2.00 0.71
H -2.37 0.94 1.11
H -4.04 1.35 0.27
H -2.31 1.67 -0.21
H 2.71 2.00 -0.19
H 3.33 1.31 1.29
H 3.83 0.82 -0.51
H 2.29 -1.33 1.49
H 1.79 -1.93 -0.02
H 3.57 -1.38 0.41
H 0.51 1.43 0.35
H 1.39 0.96 -1.94
H 1.36 -0.74 -1.78
```

Calculated values
* spin multiplicity: 1
* net charge: +2
* max |F|: 3.69 eV Å⁻¹
* HOMO: -19.5219 eV
* energy above the lowest of the compared OMol25 structures with the same formula, charge and spin: 372.3 kJ/mol
* lowest unoccupied orbital energy: -10.7375 eV


[3]
2 unconnected molecules or ions with the total composition C6H16N2O in a non-equilibrium geometry. Source: OMol25; level of theory: ωB97M-V/def2-TZVPD.

XYZ file:
```
25
C6H16N2O ωB97M-V/def2-TZVPD
C -0.84 1.66 -0.13
C 0.59 1.78 1.10
C 1.85 1.12 0.70
C -0.32 1.83 -1.55
H -1.78 1.10 -0.14
H -1.27 2.61 0.21
H 0.65 2.87 1.11
H 0.14 1.42 2.02
H 2.39 0.73 1.56
H 2.47 1.78 0.09
H 1.67 0.22 0.04
H 0.15 0.91 -1.89
H -1.13 2.10 -2.23
H 0.44 2.62 -1.60
C 0.02 -3.25 -0.62
N -0.45 -1.09 0.47
C 0.32 -1.79 -0.38
N -1.50 -1.76 1.15
O 1.25 -1.22 -0.96
H -0.53 0.15 0.27
H -2.40 -1.53 0.72
H -1.52 -1.46 2.12
H 0.86 -3.71 -1.12
H -0.20 -3.75 0.32
H -0.86 -3.34 -1.26
```

Calculated values
* spin multiplicity: 1
* max |F|: 4.49 eV Å⁻¹
* HOMO: -9.0788 eV
* energy above the lowest of the compared OMol25 structures with the same formula, charge and spin: 375.5 kJ/mol
* lowest unoccupied orbital energy: 0.7946 eV


[4]
A molecular structure, C6H16N2O2 in a non-equilibrium geometry. Source: OMol25; level of theory: ωB97M-V/def2-TZVPD.

XYZ file:
```
26
C6H16N2O2 ωB97M-V/def2-TZVPD
C -1.94 0.39 -0.04
C -2.58 -0.73 -0.84
C -0.45 0.70 -0.39
N -2.17 0.19 1.38
O -0.36 0.93 -1.77
O 0.00 1.71 0.32
H -0.07 1.84 -1.90
H -2.45 1.33 -0.31
H -1.72 0.92 1.92
H -1.82 -0.72 1.68
H -3.66 -0.71 -0.69
H -2.36 -0.62 -1.90
H -2.20 -1.70 -0.53
C 2.11 0.12 1.85
C 0.57 -0.88 -0.25
C 1.78 -0.87 -1.17
N 2.25 1.27 1.29
H 3.06 1.40 0.69
H 1.19 1.68 0.76
H 1.21 -0.05 2.41
H 2.85 -0.67 1.77
H 0.74 -1.43 0.68
H -0.21 -1.50 -0.69
H 2.59 -1.49 -0.77
H 2.14 0.15 -1.33
H 1.53 -1.27 -2.15
```

Calculated values
* spin multiplicity: 1
* max |F|: 2.99 eV Å⁻¹
* HOMO: -8.0895 eV
* energy above the lowest of the compared OMol25 structures with the same formula, charge and spin: 386.7 kJ/mol
* lowest unoccupied orbital energy: -0.1402 eV


[5]
C6H16N2O2Si in the gas phase in a non-equilibrium geometry. Source: OMol25; level of theory: ωB97M-V/def2-TZVPD.

XYZ file:
```
27
C6H16N2O2Si ωB97M-V/def2-TZVPD
C -1.29 1.68 -0.04
C -1.21 -1.77 1.23
C 1.91 -1.40 0.15
C 0.69 0.26 2.54
C -0.15 0.31 -2.11
C -0.01 0.92 -0.35
N 1.16 1.79 -0.30
N -1.01 -0.77 -2.50
O -1.40 2.57 0.80
O -2.29 1.51 -0.92
Si 0.21 -0.57 0.92
H -1.90 -1.23 1.87
H -1.68 -2.31 0.45
H -0.73 -2.47 1.91
H 2.29 -2.01 0.93
H 1.71 -1.85 -0.80
H 2.54 -0.57 0.02
H 1.74 0.35 2.88
H 0.36 1.29 2.47
H 0.01 -0.19 3.27
H 0.85 -0.06 -2.15
H -0.26 1.14 -2.66
H 1.55 1.78 0.65
H 0.88 2.74 -0.54
H -0.52 -1.57 -2.74
H -1.48 -0.48 -3.35
H -1.97 0.92 -1.61
```

Calculated values
* spin multiplicity: 1
* max |F|: 5.79 eV Å⁻¹
* HOMO: -8.9866 eV
* energy above the lowest of the compared OMol25 structures with the same formula, charge and spin: 0.0 kJ/mol
* lowest unoccupied orbital energy: 0.6125 eV


[6]
C6H16N2O3SSi in the gas phase in a non-equilibrium geometry. Source: OMol25; level of theory: ωB97M-V/def2-TZVPD.

XYZ file:
```
29
C6H16N2O3SSi ωB97M-V/def2-TZVPD
C 3.58 -0.27 0.16
C 4.96 -0.81 0.43
C -1.83 -0.22 -1.55
C -1.84 -1.53 1.31
C -3.23 1.30 0.85
C 1.10 2.16 -0.83
N 2.55 -1.09 0.33
N 1.27 -0.60 0.18
O 3.34 0.89 -0.22
O -0.48 0.98 0.70
O 1.65 1.44 1.73
Si -1.84 0.11 0.33
S 1.10 0.93 0.51
H 5.18 -0.65 1.49
H 5.69 -0.27 -0.16
H 5.01 -1.88 0.22
H -1.93 0.70 -2.12
H -0.88 -0.68 -1.83
H -2.63 -0.88 -1.85
H -2.84 -1.90 1.50
H -1.31 -2.31 0.76
H -1.34 -1.40 2.26
H -3.20 1.48 1.92
H -3.12 2.26 0.36
H -4.20 0.90 0.60
H 0.81 1.64 -1.73
H 0.36 2.90 -0.55
H 2.09 2.58 -0.90
H 2.62 -1.99 0.80
```

Calculated values
* spin multiplicity: 1
* max |F|: 1.32 eV Å⁻¹
* HOMO: -8.4451 eV
* energy above the lowest of the compared OMol25 structures with the same formula, charge and spin: 0.0 kJ/mol
* lowest unoccupied orbital energy: 0.7974 eV


[7]
A molecular structure, C6H16N3 in a non-equilibrium geometry. Source: OMol25; level of theory: ωB97M-V/def2-TZVPD.

XYZ file:
```
25
C6H16N3 ωB97M-V/def2-TZVPD
C 0.52 -1.04 1.90
C -2.20 1.17 -0.67
C 0.53 0.81 -1.87
C 1.46 2.31 -0.02
C -0.96 1.85 -0.18
C 0.29 1.56 -0.61
N -0.31 -0.18 1.93
N 1.06 -2.14 1.95
N -0.02 -3.54 0.22
H -2.68 0.64 0.17
H -2.90 1.90 -1.02
H -2.12 0.32 -1.25
H -0.37 0.08 -2.07
H 0.62 1.61 -2.60
H 1.41 0.13 -1.77
H 1.53 2.09 1.06
H 2.39 1.99 -0.30
H 1.24 3.35 -0.18
H -0.52 0.68 1.46
H -1.11 2.65 0.64
H 1.96 -2.41 2.39
H 0.72 -2.86 0.88
H -0.50 -4.22 0.69
H -0.70 -2.82 -0.32
H 0.65 -3.93 -0.43
```

Calculated values
* ⟨S²⟩: 2.0059
* spin multiplicity: 3
* net charge: +1
* max |F|: 8.86 eV Å⁻¹
* HOMO (alpha / beta): -8.1035 / -14.5094 eV
* energy above the lowest of the compared OMol25 structures with the same formula, charge and spin: 69.9 kJ/mol
* lowest unoccupied orbital energy (alpha / beta): -3.4377 / -4.8786 eV


[8]
3 unconnected molecules or ions with the total composition C6H16N3O5 in a non-equilibrium geometry. Source: OMol25; level of theory: ωB97M-V/def2-TZVPD.

XYZ file:
```
30
C6H16N3O5 ωB97M-V/def2-TZVPD
C 2.51 -1.50 2.00
C 1.52 -1.03 0.98
O 0.74 -0.16 1.15
N 1.35 -1.90 -0.26
H 0.38 -1.75 -0.54
H 1.88 -1.50 -1.03
C 1.55 -3.38 -0.08
H 2.09 -2.17 2.74
H 2.72 -0.65 2.65
H 3.44 -1.77 1.50
H 1.32 -3.92 -1.00
H 0.82 -3.65 0.68
H 2.53 -3.67 0.27
C 0.74 3.24 -0.70
C -0.34 2.53 0.14
O -0.30 2.59 1.33
N -1.45 1.75 -0.55
H -1.46 1.94 -1.55
H -1.12 0.77 -0.50
C -2.81 1.81 0.10
H 0.24 3.94 -1.38
H 1.38 2.55 -1.24
H 1.33 3.73 0.06
H -3.53 1.18 -0.41
H -3.16 2.84 0.16
H -2.64 1.42 1.10
N -2.46 -0.83 -1.41
O -2.96 -0.25 -2.38
O -3.10 -1.56 -0.66
O -1.22 -0.60 -1.15
```

Calculated values
* spin multiplicity: 1
* net charge: +1
* max |F|: 2.17 eV Å⁻¹
* HOMO: -12.2981 eV
* lowest unoccupied orbital energy: -3.7261 eV


[9]
A molecular structure, C6H16N4O10P2Pt in a non-equilibrium geometry. Source: OMol25; level of theory: ωB97M-V/def2-TZVPD.

XYZ file:
```
39
C6H16N4O10P2Pt ωB97M-V/def2-TZVPD
Pt -0.79 0.22 0.82
C 2.95 2.03 -1.43
C 1.72 1.57 -0.67
O 1.46 0.19 -0.94
P 1.95 1.68 1.15
O 3.14 0.83 1.60
O 2.31 3.17 1.43
O 0.64 1.28 1.82
P 0.20 2.59 -0.96
O 0.10 2.81 -2.54
O 0.37 3.89 -0.25
O -0.98 1.68 -0.62
H 3.80 1.40 -1.15
H 3.20 3.07 -1.21
H 2.78 1.93 -2.50
H 1.23 0.09 -1.87
H 2.80 -0.14 1.83
H 1.64 3.73 0.94
H 0.39 3.71 -2.77
N -0.44 -1.16 2.28
H -1.24 -1.35 2.86
H 0.29 -0.73 2.84
H -0.03 -2.03 1.93
O 2.40 -2.10 0.23
N 1.61 -1.96 1.14
O 1.90 -1.21 2.14
O 0.46 -2.44 1.12
C -1.67 -3.21 0.15
C -2.47 -2.06 -0.34
N -2.25 -0.77 -0.16
C -3.24 -0.08 -0.84
C -4.08 -0.97 -1.42
N -3.58 -2.21 -1.09
H -0.63 -2.93 0.26
H -1.69 -4.01 -0.59
H -2.08 -3.61 1.08
H -3.25 1.00 -0.84
H -4.95 -0.83 -2.02
H -3.94 -3.09 -1.40
```

Calculated values
* spin multiplicity: 1
* max |F|: 13.09 eV Å⁻¹
* HOMO: -8.7375 eV
* energy above the lowest of the compared OMol25 structures with the same formula, charge and spin: 386.1 kJ/mol
* lowest unoccupied orbital energy: 0.2411 eV